Below is a 3-piece molecular cluster, C21H30F16O9 overall, with properties calculated with ωB97M-V with the def2-TZVPD basis set.

Values from the calculation:
Gap between HOMO and LUMO = 0.3602 hartree
E_tot = -3093.142273 Eh
Maximum force = 0.6 eV/A
SMILES = FC(F)C(F)(F)COC(F)(F)C(F)F.FC(F)C(F)(F)COC(F)(F)C(F)F.CO[C@H](COCCCOC=O)COCOCCO

Structure (ORCA input):
```
! RIJCOSX wB97M-V def2-TZVPD def2/J DEFGRID3
* xyz 0 1
C -0.9049 0.4638 1.9549
O -1.4301 -0.0802 0.7568
C -2.0378 -1.3578 0.8448
C -2.9876 -1.5250 2.0480
O -4.2902 -1.8944 1.6048
C -5.2967 -0.9390 1.8833
C -5.1521 0.3847 1.1416
C -5.0599 0.2433 -0.3681
O -6.1092 -0.6126 -0.8498
C -5.7315 -1.8268 -1.2969
O -4.7207 -2.0632 -1.8912
C -1.0580 -2.5159 0.7056
O -0.0112 -2.4517 1.6668
C 1.2219 -2.8977 1.1811
O 1.7237 -2.1158 0.1333
C 2.2195 -0.8511 0.5470
C 3.6152 -0.9502 1.1650
O 4.3310 0.2576 0.9135
H -1.6336 1.1329 2.4276
H -0.0416 1.0746 1.6876
H -0.6170 -0.3013 2.6788
H -2.6659 -1.4346 -0.0465
H -3.0546 -0.6034 2.6296
H -2.6343 -2.3302 2.6984
H -5.3561 -0.7479 2.9637
H -6.2387 -1.4105 1.5974
H -6.0277 0.9892 1.4031
H -4.2801 0.9499 1.4836
H -4.0975 -0.1621 -0.6737
H -5.1573 1.2173 -0.8490
H -6.4804 -2.5925 -1.0533
H -1.6380 -3.4348 0.8737
H -0.6602 -2.5576 -0.3103
H 1.9012 -2.8983 2.0386
H 1.1419 -3.9144 0.7817
H 2.3014 -0.2361 -0.3509
H 1.5120 -0.3561 1.2168
H 4.1521 -1.7748 0.6899
H 3.5679 -1.1335 2.2417
H 4.4271 0.7482 1.7319
C 3.9837 -3.6363 -2.5230
C 5.3989 -3.3977 -1.9822
C 5.9887 -1.9906 -2.1321
F 6.1466 -1.6783 -3.4347
F 7.2040 -1.9687 -1.5409
F 6.2562 -4.3138 -2.4682
F 5.3026 -3.5827 -0.6278
O 3.9018 -4.2746 -3.7795
C 3.8344 -3.5709 -4.9431
C 4.9920 -3.9393 -5.8821
F 6.1712 -3.6421 -5.3030
F 4.8784 -3.2179 -7.0190
F 3.7702 -2.2439 -4.7417
F 2.6948 -3.9357 -5.5822
H 3.5419 -4.3470 -1.8264
H 3.3829 -2.7277 -2.4768
H 5.3475 -1.2474 -1.6497
H 4.9568 -5.0041 -6.1182
C -1.5019 5.8102 0.0657
C -0.6021 6.8346 0.7665
C 0.6952 6.3215 1.4005
F 0.4250 5.4619 2.4053
F 1.3714 7.3719 1.9123
F -1.3071 7.5407 1.6700
F -0.1914 7.6945 -0.2153
O -2.6187 5.3614 0.8038
C -2.5671 4.2502 1.5841
C -2.9250 4.5678 3.0425
F -2.0420 5.4429 3.5561
F -2.8609 3.4210 3.7597
F -1.3868 3.6134 1.5027
F -3.5190 3.3871 1.1403
H -1.9325 6.3539 -0.7737
H -0.9194 4.9857 -0.3459
H 1.3209 5.8267 0.6534
H -3.9330 4.9809 3.1021
*
```